1.
{
  "formula": "C2H4N2O2S",
  "method": "ωB97M-V/def2-TZVPD",
  "relative_energy_ev": 7.4256,
  "orbital_gap_ha": 0.35347,
  "charge": 0,
  "symbols": ["S", "O", "O", "N", "N", "C", "C", "H", "H", "H", "H"],
  "xyz": [[0.9739, -1.2983, -0.2850], [1.4690, 1.2120, -0.5123], [-2.6499, 0.1989, -0.6003], [-1.7210, -0.4928, 0.4018], [0.0262, 1.2909, 0.1588], [2.1101, 0.1481, 0.0608], [-0.3473, -0.0070, 0.1169], [-1.4688, -1.4202, -0.3128], [-3.6788, 0.2125, 0.1296], [3.2273, 0.1602, -0.2778], [2.0595, -0.0044, 1.1203]],
  "atomic_forces_ev_per_a": [[-1.41, 1.37, -0.12], [-1.80, 0.86, 1.91], [-3.75, -0.36, 5.21], [2.46, -2.42, -5.23], [1.03, -4.63, -1.75], [1.34, -0.63, -0.90], [0.99, 2.74, 0.36], [-1.77, 2.34, 2.98], [4.85, 0.07, -3.57], [-2.24, -0.53, 0.20], [0.31, 1.20, 0.90]]
}


2.
{
  "formula": "C2H4N2O2S",
  "method": "ωB97M-V/def2-TZVPD",
  "relative_energy_ev": 4.2793,
  "orbital_gap_ha": 0.33553,
  "charge": 0,
  "symbols": ["S", "O", "O", "N", "N", "C", "C", "H", "H", "H", "H"],
  "xyz": [[0.6059, -0.6410, 0.6109], [0.8145, -1.2204, -0.7147], [-0.0688, -1.2595, 1.7673], [2.0807, -0.1672, 1.1992], [-1.0660, 0.5823, -0.7686], [-2.1805, 0.5486, -1.4886], [-0.1307, 0.8059, 0.0639], [2.7390, 0.4072, 0.6814], [2.4656, -0.2620, 2.1222], [-2.1966, 0.5143, -2.5600], [-3.0631, 0.6918, -0.9131]],
  "atomic_forces_ev_per_a": [[1.35, -1.88, 1.02], [0.35, -0.59, 1.95], [1.07, 0.94, -2.45], [0.39, 0.33, -0.54], [-1.27, 0.92, -0.04], [3.54, 0.41, 2.60], [-3.22, 0.99, -2.30], [-0.77, -0.30, -0.69], [-1.13, -0.54, 0.48], [0.40, -0.18, -0.22], [-0.73, -0.11, 0.18]]
}


3.
{
  "formula": "C2H4N2O2S",
  "method": "ωB97M-V/def2-TZVPD",
  "relative_energy_ev": 3.0547,
  "orbital_gap_ha": 0.36718,
  "charge": 0,
  "symbols": ["S", "O", "O", "N", "N", "C", "C", "H", "H", "H", "H"],
  "xyz": [[2.6151, -0.5046, 0.3764], [2.8611, -0.2045, -1.0070], [1.5920, -1.4779, 0.6441], [1.5410, 1.5144, 0.8611], [-2.0628, 0.1043, 0.1934], [0.5381, 1.8506, 0.4480], [-1.5073, -0.9291, -0.3148], [-1.9745, -1.8931, -0.9095], [-0.1922, 2.3692, -0.0830], [-0.4619, -1.1137, 0.1003], [-2.9486, 0.2845, -0.3090]],
  "atomic_forces_ev_per_a": [[1.00, -1.18, -0.44], [-0.11, 0.05, 0.21], [-0.03, 0.15, 0.09], [0.25, 0.05, 0.89], [-0.24, -0.24, -2.24], [0.24, 0.69, -0.36], [0.74, -2.14, 1.33], [0.83, 2.89, 0.89], [-1.25, 0.17, -0.32], [-1.36, -0.16, -0.86], [-0.07, -0.28, 0.80]]
}


4.
{
  "formula": "C2H4N2O2S",
  "method": "ωB97M-V/def2-TZVPD",
  "relative_energy_ev": 5.8347,
  "orbital_gap_ha": 0.30043,
  "charge": 0,
  "symbols": ["S", "O", "O", "N", "N", "C", "C", "H", "H", "H", "H"],
  "xyz": [[-1.3246, -0.4404, -1.1327], [-1.7261, 0.5542, 1.7196], [1.4650, 0.0885, -2.7038], [0.2285, -0.3020, -0.4951], [-0.2652, 0.3328, 1.8596], [0.5083, -0.0361, 0.9150], [1.3260, 0.1512, -1.5001], [1.5509, 0.0053, 1.2159], [-1.8041, -1.6337, 0.2067], [-2.1082, 0.6818, 0.7250], [2.1494, 0.5984, -0.8100]],
  "atomic_forces_ev_per_a": [[-1.50, -2.98, 3.03], [0.81, 0.14, -2.32], [-1.65, -0.23, 2.77], [2.79, 1.45, -1.36], [-1.97, 0.00, -0.48], [-1.42, 1.08, -1.55], [1.07, -0.09, 1.66], [0.01, -0.47, -0.31], [0.86, 2.35, -3.17], [2.09, -0.61, 2.85], [-1.08, -0.64, -1.10]]
}


5.
{
  "formula": "C2H4N2O3",
  "method": "ωB97M-V/def2-TZVPD",
  "relative_energy_ev": 7.3693,
  "orbital_gap_ha": [0.28387, 0.35244],
  "charge": 0,
  "symbols": ["O", "O", "O", "N", "N", "C", "C", "H", "H", "H", "H"],
  "xyz": [[-1.9565, -1.2534, -0.1459], [-1.5124, 1.4631, 0.0248], [1.5424, -0.1651, 0.4878], [1.2728, -1.2393, -0.2258], [-0.8218, -0.6913, 0.3452], [0.8280, 0.9004, -0.0160], [-0.6222, 0.6246, 0.1659], [1.6169, -2.0178, 0.3309], [-2.5770, -0.5465, -0.5108], [1.1530, 1.1807, -1.1388], [1.0769, 1.7445, 0.6828]],
  "atomic_forces_ev_per_a": [[-0.27, 1.49, 0.19], [0.54, -0.50, 0.27], [1.25, -0.39, 1.00], [-0.46, -0.26, -1.43], [-0.97, -2.32, 0.46], [1.41, 2.96, -0.73], [-1.55, 0.81, -1.98], [-0.02, -0.13, 0.43], [1.18, -0.49, 0.35], [-1.05, -0.71, 2.43], [-0.06, -0.46, -0.99]]
}


6.
{
  "formula": "C2H4N2O3",
  "method": "ωB97M-V/def2-TZVPD",
  "relative_energy_ev": 3.4593,
  "orbital_gap_ha": 0.37946,
  "charge": 0,
  "smiles": "O/C=N\\O.N=C=O",
  "symbols": ["O", "O", "O", "N", "N", "C", "C", "H", "H", "H", "H"],
  "xyz": [[-1.7265, -1.4535, -0.0688], [-1.0391, 1.0378, -0.6461], [2.3905, -1.6482, 0.0020], [2.9980, 0.5829, 0.0461], [-0.0515, 0.0496, -0.3053], [-0.4625, -1.0834, 0.0496], [2.5134, -0.4967, 0.0825], [-0.6040, 1.6993, -1.2782], [0.1707, -1.8503, 0.3088], [3.3617, 1.3390, 0.6361], [-2.2873, -0.7282, -0.3799]],
  "atomic_forces_ev_per_a": [[-1.37, -0.88, 0.52], [0.43, -0.28, -0.85], [-1.33, -1.18, -0.05], [0.51, 2.58, 0.34], [1.88, 1.92, -0.10], [-2.87, 2.00, -1.75], [2.10, -0.14, 0.27], [-0.41, -1.77, 1.51], [1.57, -1.30, 0.66], [-0.80, -1.09, -0.56], [0.31, 0.14, 0.00]]
}


Table of electronic energy (eV), in record order: -20042.057, -20045.203, -20046.428, -20043.648, -11255.197, -11259.107